Molecular formula: C37H31BrN3O5S2W
Method: DFT, ωB97M-V/def2-TZVPD

Structure (XYZ):
```
80
Properties=species:S:1:pos:R:3
W 0.0079 -0.7413 0.9938
C -3.8997 0.6945 -0.1266
C -2.4300 0.7853 0.0974
N -1.6972 -0.2765 0.1486
N -2.1139 -1.6061 0.2870
C -1.3336 -2.4549 -0.3966
S 0.1090 -1.9625 -1.2127
S -1.9225 -4.0784 -0.2442
C -0.6033 -5.1127 -0.9588
C 0.3659 -5.6537 0.0578
C 1.6567 -5.1433 0.1573
C 2.5574 -5.6875 1.0622
C 2.1730 -6.7380 1.8833
C 0.8830 -7.2450 1.7963
C -0.0133 -6.7072 0.8860
C -1.7112 2.0436 0.2809
C -2.4337 3.2450 0.3052
C -1.8078 4.4583 0.4826
C -0.4233 4.4949 0.6264
C 0.3188 3.3312 0.5887
C -0.3038 2.0996 0.4229
O 0.4995 1.0051 0.3686
H -4.1986 -0.3408 -0.2664
H -4.1918 1.2813 -0.9976
H -4.4238 1.0997 0.7404
H -0.1069 -4.5380 -1.7378
H -1.1532 -5.9242 -1.4353
H 1.9608 -4.3310 -0.4900
H 3.5641 -5.2939 1.1206
H 2.8818 -7.1713 2.5772
H 0.5781 -8.0722 2.4251
H -1.0148 -7.1158 0.8101
H -3.5081 3.2130 0.1891
H -2.3869 5.3698 0.5086
H 0.0802 5.4417 0.7691
H 1.3948 3.3427 0.6930
C 0.3214 -7.9945 5.9664
O 0.1645 -6.8039 5.1996
C -1.0595 -6.5380 4.6752
C -2.1748 -7.3428 4.8773
C -3.3972 -7.0151 4.3070
C -3.5279 -5.8813 3.5226
C -2.4213 -5.0791 3.3158
C -1.1940 -5.3884 3.8832
N -0.1377 -4.4923 3.5745
C 1.0951 -4.4551 3.9929
C 2.0440 -3.4853 3.5549
C 3.3523 -3.5549 4.0655
C 4.3176 -2.6595 3.6734
C 3.9818 -1.6641 2.7504
C 2.7077 -1.5832 2.2252
C 1.7154 -2.4838 2.6234
O 0.4780 -2.4040 2.1483
H 0.0916 -8.8767 5.3669
H -0.3125 -7.9739 6.8541
H 1.3644 -8.0205 6.2671
H -2.0948 -8.2321 5.4828
H -4.2485 -7.6583 4.4823
H -4.4756 -5.6141 3.0768
H -2.5007 -4.1917 2.6996
H -0.3766 -3.7567 2.9050
H 1.4031 -5.2021 4.7081
H 3.5880 -4.3323 4.7820
H 5.3177 -2.7169 4.0761
H 4.7282 -0.9456 2.4388
H 2.4825 -0.7823 1.5150
Br -5.1061 -2.1330 2.9435
C -3.5739 -2.0342 4.0551
C -3.5438 -2.7371 5.2478
C -2.3970 -2.6789 6.0300
C -1.3040 -1.9312 5.6220
C -1.3494 -1.2305 4.4195
C -2.4921 -1.2817 3.6323
C -0.1375 -0.4442 4.0160
O 0.8099 -0.3201 4.7499
O -0.1512 0.0606 2.7819
H -4.3980 -3.3230 5.5575
H -2.3646 -3.2174 6.9678
H -0.4097 -1.8652 6.2259
H -2.5567 -0.7391 2.6981
```

## Properties
E_LUMO (spin up / spin down) = -3.4 / -3.8 eV
DFT total energy = -5406.34966 Ha
Total charge = +1
Relative energy (zero: lowest compared OMol25 entry of this formula, charge and spin) = 138.3 kJ/mol
Multiplicity = 3
HOMO energy (spin up / spin down) = -10.00 / -11.10 eV

Molecular formula: C37H31CrF6O3
Method: DFT, ωB97M-V/def2-TZVPD

Structure (XYZ):
```
78
Properties=species:S:1:pos:R:3
Cr -1.9415 -0.9003 0.2353
O 1.5236 0.7500 -0.6521
C 0.3998 0.1944 -0.3441
O -0.6912 0.5881 -0.7332
O 0.2545 -0.8003 0.3409
H 1.1349 1.5809 -0.9351
F 2.1510 2.6690 -5.6568
C 0.9270 2.1014 -5.5868
C 0.1238 1.9868 -6.7153
C -1.2333 1.5477 -6.5731
C -1.7474 1.3185 -5.3091
C -0.9603 1.5963 -4.1860
C 0.3428 1.9533 -4.3257
H 0.5306 2.3914 -7.6303
H -1.8884 1.4358 -7.4245
H -2.7455 0.9139 -5.2277
H -1.2961 1.5774 -3.1597
H 0.9050 2.0642 -3.4102
F -0.3369 -7.5399 0.4885
C 0.5132 -6.5431 0.2540
C 0.0258 -5.2988 -0.1731
C 0.8969 -4.1873 -0.2874
C 2.2241 -4.3826 0.0057
C 2.7132 -5.6660 0.3481
C 1.8847 -6.7438 0.4273
H -1.0394 -5.1211 -0.1862
H 0.6494 -3.1799 -0.5877
H 2.8363 -3.4966 -0.0762
H 3.7571 -5.8584 0.5473
H 2.2549 -7.6991 0.7688
F -1.5195 -1.9768 2.1329
C -0.9471 -2.5366 3.2044
C 0.4430 -2.4023 3.3043
C 1.1099 -2.9951 4.3975
C 0.3680 -3.6380 5.4188
C -1.0455 -3.7697 5.3169
C -1.6454 -3.2328 4.1570
H 0.9806 -1.9478 2.4852
H 2.1875 -2.9726 4.4659
H 0.9287 -4.0498 6.2449
H -1.7070 -4.2113 6.0476
H -2.7144 -3.3171 4.0291
F -3.4440 0.5048 -0.8858
C -4.6068 1.1367 -1.1517
C -5.8363 0.4411 -1.1024
C -7.0408 1.0697 -1.4050
C -7.0116 2.4691 -1.6043
C -5.8058 3.1451 -1.7503
C -4.6180 2.5011 -1.4765
H -5.8506 -0.6253 -0.9324
H -7.9789 0.5358 -1.4411
H -7.9531 2.9708 -1.7722
H -5.8041 4.2010 -1.9775
H -3.6855 3.0438 -1.5263
F 0.6607 3.3417 0.4520
C 0.8212 4.5690 -0.1351
C 1.4143 5.5369 0.6394
C 1.6284 6.8250 0.1130
C 1.0271 7.0815 -1.0949
C 0.3324 6.1049 -1.8065
C 0.2963 4.8648 -1.3551
H 1.8076 5.3482 1.6273
H 2.1396 7.6580 0.5726
H 1.0935 8.0758 -1.5110
H -0.0819 6.3981 -2.7598
H -0.1622 4.0475 -1.8921
F 5.0361 -3.5247 3.6977
C 4.5854 -2.2149 3.4733
C 3.8451 -1.9331 2.3208
C 3.4431 -0.6408 2.0678
C 3.7423 0.4015 2.9516
C 4.4731 0.1160 4.0970
C 4.8178 -1.1919 4.4122
H 3.5578 -2.7700 1.7015
H 3.0519 -0.4763 1.0746
H 3.4941 1.4354 2.7620
H 4.7248 0.8580 4.8402
H 5.2801 -1.5059 5.3364
```

## Properties
E_LUMO (spin up / spin down) = -5.4 / -4.7 eV
DFT total energy = -3297.58545 Ha
Total charge = +1
Relative energy (zero: lowest compared OMol25 entry of this formula, charge and spin) = 240.1 kJ/mol
Multiplicity = 5
HOMO energy (spin up / spin down) = -11.22 / -11.22 eV

Molecular formula: C37H31F3N8O6S2Zr
Method: DFT, ωB97M-V/def2-TZVPD

Structure (XYZ):
```
88
Properties=species:S:1:pos:R:3
Zr -0.4055 -0.0952 0.5495
C -1.6091 1.7854 -1.4638
N -0.2269 1.6071 -0.9734
C 0.6892 1.2614 -2.0848
C 1.7081 0.2217 -1.6857
C 3.0236 0.3692 -2.0722
C 3.9097 -0.6867 -1.8869
C 3.4180 -1.8621 -1.3580
C 2.0891 -1.9181 -0.9645
N 1.2322 -0.8965 -1.0951
C 0.2302 2.8453 -0.3249
C -0.5139 3.0637 0.9610
C -0.6675 4.3326 1.4809
C -1.3056 4.4847 2.7010
C -1.8088 3.3567 3.3272
C -1.6482 2.1281 2.7198
N -0.9865 1.9607 1.5667
C -2.1003 0.4665 -2.0012
C -3.0702 0.3723 -2.9824
C -3.4204 -0.8839 -3.4499
C -2.7727 -1.9994 -2.9330
C -1.8157 -1.8170 -1.9548
N -1.4925 -0.6081 -1.4785
H -1.6628 2.5605 -2.2366
H -2.2659 2.0892 -0.6424
H 1.1988 2.1509 -2.4640
H 0.1195 0.8387 -2.9161
H 3.3532 1.2877 -2.5364
H 4.9420 -0.5926 -2.1917
H 4.0552 -2.7251 -1.2331
H 1.6789 -2.8578 -0.6233
H 0.0829 3.7016 -0.9939
H 1.2966 2.7648 -0.0913
H -0.2697 5.1837 0.9481
H -1.4116 5.4632 3.1458
H -2.3129 3.4239 4.2786
H -2.0845 1.2491 3.1696
H -3.5348 1.2657 -3.3733
H -4.1692 -0.9872 -4.2222
H -3.0033 -2.9938 -3.2850
H -1.2722 -2.6508 -1.5278
C 0.8559 -3.5147 2.8948
C 1.2252 -2.6938 1.8469
N 2.4618 -2.2197 1.6865
C 3.3871 -2.6002 2.5483
C 3.1370 -3.4815 3.6056
C 1.8359 -3.9204 3.7918
C 4.2334 -3.9486 4.4702
C 5.3268 -4.5882 4.0320
C 5.5783 -4.9983 2.6384
C 6.8658 -5.3124 2.2044
C 7.0244 -5.6245 0.8632
N 6.0017 -5.6511 0.0153
C 4.8107 -5.4031 0.5366
N 4.5458 -5.0784 1.7888
H -0.1677 -3.8535 2.9793
H 0.5034 -2.4477 1.0503
H 4.3795 -2.1960 2.3951
H 1.5936 -4.5905 4.6050
H 4.1099 -3.7677 5.5309
H 6.0962 -4.8601 4.7422
H 7.7090 -5.3001 2.8788
H 7.9962 -5.8563 0.4450
H 3.9565 -5.4672 -0.1315
F 1.2866 -0.7423 4.3967
C 0.7345 0.2055 3.6945
F 0.1429 1.0490 4.5073
F -0.3144 -0.4167 2.9421
S 1.9013 1.0670 2.4597
O 3.2057 0.6453 2.7951
O 1.5473 2.4419 2.5568
O 1.3539 0.4772 1.1873
O -1.4412 -1.8990 0.8880
C -2.5862 -1.3533 1.0454
N -2.6411 -0.0428 0.9579
S -4.2445 0.4835 1.0837
O -4.5934 0.9504 -0.2251
O -4.3521 1.3910 2.1772
C -4.9018 -1.1462 1.4003
C -6.1849 -1.5624 1.6657
C -6.4036 -2.9337 1.7897
C -5.3681 -3.8463 1.6210
C -4.0724 -3.4145 1.3680
C -3.8491 -2.0492 1.2804
H -6.9875 -0.8475 1.7757
H -7.3951 -3.2967 2.0218
H -5.5723 -4.9056 1.6937
H -3.2572 -4.1154 1.2498
```

## Properties
E_LUMO = -6.0 eV
DFT total energy = -3460.74944 Ha
Total charge = +2
Relative energy (zero: lowest compared OMol25 entry of this formula, charge and spin) = 95.2 kJ/mol
HOMO energy = -12.91 eV

Molecular formula: C37H31FeN5O2S2
Method: DFT, ωB97M-V/def2-TZVPD

Structure (XYZ):
```
78
Properties=species:S:1:pos:R:3
Fe 0.2588 0.0322 0.0015
C 1.8898 -0.1051 -3.3790
C 0.6354 -0.8551 -3.0310
N -0.4664 -0.2081 -3.0738
N -1.6472 -0.9256 -2.9336
C -2.4141 -0.6044 -1.9692
S -2.1351 0.4376 -0.5969
S -4.0386 -1.3958 -2.0282
C -3.5963 -3.0581 -1.4300
C -3.7488 -3.2582 0.0515
C -4.9784 -3.6174 0.5950
C -5.1294 -3.8009 1.9628
C -4.0417 -3.6346 2.8084
C -2.8102 -3.2798 2.2718
C -2.6620 -3.0821 0.9058
C 0.7724 -2.2716 -2.6238
C 1.3814 -3.1906 -3.4723
C 1.5032 -4.5286 -3.1330
C 1.0217 -4.9414 -1.8914
C 0.4515 -4.0424 -1.0148
C 0.3145 -2.6688 -1.3387
O -0.2224 -1.8402 -0.5008
H 1.6509 0.8372 -3.8712
H 2.4684 0.0907 -2.4722
H 2.5237 -0.7087 -4.0326
H -4.2507 -3.7456 -1.9689
H -2.5730 -3.2471 -1.7556
H -5.8300 -3.7542 -0.0637
H -6.0955 -4.0791 2.3677
H -4.1515 -3.7847 3.8758
H -1.9508 -3.1660 2.9250
H -1.7081 -2.7758 0.4863
H 1.7454 -2.8500 -4.4368
H 1.9625 -5.2330 -3.8150
H 1.1065 -5.9835 -1.5999
H 0.1061 -4.3640 -0.0389
N -0.7087 -0.2465 1.8563
C -0.1215 0.0610 3.0997
C -0.1535 -0.8478 4.1462
C 0.3778 -0.5240 5.3856
C 0.9390 0.7289 5.5931
C 0.9800 1.6368 4.5483
C 0.4602 1.3377 3.2811
C 0.6246 2.2944 2.1826
C 0.7930 3.6792 2.4758
C 1.6671 4.4707 1.7820
C 2.7247 3.9060 0.8736
C 2.2859 3.0065 -0.3265
C 0.9510 1.7667 0.8490
H -1.2589 -1.0994 1.8321
H -1.3070 0.5153 1.5585
H -0.6161 -1.8144 3.9842
H 0.3455 -1.2504 6.1881
H 1.3671 0.9867 6.5535
H 1.4745 2.5903 4.6894
H 0.2556 4.1050 3.3209
H 1.7293 5.5243 2.0364
H 3.4227 4.6882 0.5771
H 2.8101 3.1484 -1.2709
O 2.1139 -0.5046 -0.0147
C 3.0060 0.4210 0.1357
C 4.3513 0.3105 -0.0763
C 5.2168 1.3951 0.3344
C 4.8350 2.4620 1.0610
C 3.4068 2.6324 1.4857
C 2.5043 1.7655 0.5888
C 0.7787 2.7607 -0.4091
N 0.4589 1.9999 -1.5519
C -0.5280 2.5427 -2.1713
C -0.9653 3.7008 -1.4362
N -0.1648 3.8446 -0.4311
H 4.7710 -0.6080 -0.4658
H 6.2703 1.3103 0.0789
H 5.5620 3.1971 1.3921
H 3.2732 2.5515 2.5728
H -0.9759 2.1057 -3.0502
H -1.8018 4.3587 -1.6185
H -0.2344 4.5035 0.3350
```

## Properties
E_LUMO (spin up / spin down) = 1.1 / 1.1 eV
DFT total energy = -3912.75980 Ha
Total charge = -1
Relative energy (zero: lowest compared OMol25 entry of this formula, charge and spin) = 642.4 kJ/mol
Multiplicity = 2
HOMO energy (spin up / spin down) = -3.93 / -3.93 eV

Molecular formula: C37H32AgBrFN7O5
Method: DFT, ωB97M-V/def2-TZVPD

Structure (XYZ):
```
84
Properties=species:S:1:pos:R:3
Ag 0.5433 1.8092 1.8164
O 3.7641 1.0683 8.2491
C 3.7390 2.1589 7.6805
O 4.1844 3.2643 7.9839
C 2.9761 2.1320 6.2957
C 2.6297 0.9241 5.7150
C 1.9257 0.9452 4.5168
N 1.5877 2.0788 3.9123
C 1.8940 3.2493 4.4693
C 2.5993 3.3110 5.6707
C 1.4250 4.4402 3.7334
C 1.6815 5.7383 4.1777
C 1.2118 6.8071 3.4336
C 0.5157 6.5589 2.2612
C 0.2911 5.2370 1.9020
N 0.7239 4.2136 2.6171
C 1.3923 -0.2794 3.9092
C 2.0248 -1.5145 4.0290
C 1.4202 -2.6332 3.4888
C 0.1684 -2.4947 2.9082
C -0.3978 -1.2297 2.8541
N 0.2118 -0.1391 3.2925
H 2.8846 0.0095 6.2273
H 2.8730 4.2357 6.1555
H 2.2307 5.9079 5.0894
H 1.3878 7.8198 3.7641
H 0.1515 7.3663 1.6451
H -0.2492 4.9860 1.0006
H 2.9812 -1.5844 4.5205
H 1.9102 -3.5959 3.5290
H -0.3584 -3.3476 2.5067
H -1.3871 -1.0718 2.4432
C -4.4338 0.8131 -4.0518
C -2.9933 0.5162 -4.4718
N -2.1324 0.3867 -3.3131
C -1.6536 1.5480 -2.7525
C -1.1509 1.6465 -1.5074
C -0.4357 2.9555 -1.0948
O -0.8018 3.9847 -1.6495
O 0.5033 2.8021 -0.2816
C -1.1998 0.5139 -0.6160
O -1.0452 0.5626 0.6115
C -1.4694 -0.7526 -1.3011
C -1.2965 -1.9505 -0.6090
C -1.5549 -3.1573 -1.2104
F -1.4154 -4.2843 -0.4537
C -1.9330 -3.2381 -2.5497
C -2.0814 -2.0382 -3.2491
C -1.9189 -0.7902 -2.6406
N -2.0986 -4.4592 -3.2571
C -3.1959 -4.6039 -4.1882
C -2.6189 -5.3118 -5.4348
N -1.3898 -6.0145 -4.9848
C -1.6667 -6.7814 -3.7476
C -1.7993 -5.7307 -2.6254
H -5.0660 0.9358 -4.9280
H -4.4674 1.7296 -3.4684
H -4.8305 0.0065 -3.4388
H -2.6159 1.3412 -5.0826
H -2.9600 -0.3882 -5.0816
H -1.6844 2.4227 -3.3857
H -0.9439 -1.9094 0.4066
H -2.2941 -2.0782 -4.3069
H -3.6011 -3.6325 -4.4603
H -4.0174 -5.1900 -3.7540
H -2.3387 -4.5907 -6.2038
H -3.3186 -6.0318 -5.8612
H -0.7426 -5.2662 -4.6811
H -0.9704 -6.5810 -5.7253
H -0.8510 -7.4712 -3.5326
H -2.5779 -7.3633 -3.8861
H -0.8515 -5.6416 -2.0950
H -2.5632 -6.0441 -1.9004
Br 2.2222 -0.8015 0.4439
C 2.9040 0.9093 0.0157
C 3.4211 1.1048 -1.2483
C 3.8799 2.3765 -1.5520
C 3.8127 3.3520 -0.5673
C 3.3040 3.0225 0.6784
N 2.8450 1.8069 0.9790
H 3.4533 0.2906 -1.9546
H 4.2783 2.5944 -2.5313
H 4.1520 4.3549 -0.7706
H 3.2663 3.7528 1.4760
```

## Properties
E_LUMO = -2.0 eV
DFT total energy = -5009.44856 Ha
Total charge = 0
Relative energy (zero: lowest compared OMol25 entry of this formula, charge and spin) = 79.6 kJ/mol
HOMO energy = -6.42 eV

Molecular formula: C37H32AsIrN5O2
Method: DFT, ωB97M-V/def2-TZVPD

Structure (XYZ):
```
78
Properties=species:S:1:pos:R:3
Ir 1.1209 -1.4094 -0.8685
C 2.4847 3.7471 -1.1407
C 0.5301 3.2608 0.6319
C 1.5583 2.5631 1.5346
C 2.3692 1.7902 0.8758
C 2.9810 1.4807 -0.2449
C 3.1970 2.6126 -1.1670
N 0.3273 -0.6612 0.7959
C 1.1564 -0.8924 1.9614
C 1.1156 -0.2339 3.1816
C 1.9390 -0.6478 4.2208
C 2.7987 -1.7254 4.0530
C 2.8581 -2.3828 2.8358
C 2.0564 -1.9431 1.7946
N 2.0238 -2.5110 0.5152
N 2.4241 -3.7568 0.3573
C 1.8413 -4.3281 -0.7379
C 2.2045 -5.6331 -1.1008
C 1.5797 -6.2339 -2.1656
C 0.5847 -5.5460 -2.8660
C 0.2744 -4.2705 -2.4579
N 0.8803 -3.6670 -1.4295
H 2.7721 4.4989 -1.8702
H -0.1250 3.8738 1.2565
H 1.7554 2.9503 2.5276
H 3.2611 0.4751 -0.5426
H 3.9586 2.5091 -1.9320
H 0.4623 0.6102 3.3403
H 1.9021 -0.1236 5.1670
H 3.4332 -2.0452 4.8686
H 3.5197 -3.2208 2.6665
H 2.9713 -6.1295 -0.5221
H 1.8551 -7.2388 -2.4585
H 0.0759 -5.9840 -3.7125
H -0.4895 -3.6994 -2.9736
N 0.2821 -0.1960 -2.4417
C 0.5290 -0.9514 -3.6930
C 1.9109 -1.5797 -3.6271
O 2.4431 -1.9874 -4.6221
O 2.4150 -1.6568 -2.4000
H -0.6865 0.0873 -2.3760
H 0.8340 0.6609 -2.4614
H 0.4528 -0.3289 -4.5817
H -0.2112 -1.7476 -3.7629
C -0.4540 5.0781 -1.7803
C -1.0750 3.8365 -2.0523
C -1.0039 2.6247 -1.3279
C -0.3542 2.3274 -0.1642
C 1.3824 4.2640 -0.2005
C 0.5780 5.3046 -0.9389
As -0.8878 0.6499 0.6421
C -1.7502 0.9785 2.3124
C -2.1846 -0.1421 3.0186
C -2.8859 0.0401 4.1978
C -3.1537 1.3271 4.6582
C -2.7246 2.4345 3.9429
C -2.0157 2.2634 2.7601
C -2.3391 -0.1262 -0.3640
C -3.5114 0.6282 -0.4461
C -4.6263 0.1052 -1.0777
C -4.5827 -1.1762 -1.6154
C -3.4304 -1.9392 -1.5026
C -2.3058 -1.4194 -0.8741
H -0.8405 5.9284 -2.3312
H -1.7647 3.8256 -2.8880
H -1.6525 1.8603 -1.7326
H 1.9340 4.8188 0.5656
H 0.9314 6.3263 -0.8471
H -1.9685 -1.1414 2.6602
H -3.2247 -0.8203 4.7599
H -3.7016 1.4649 5.5814
H -2.9395 3.4325 4.3017
H -1.6852 3.1276 2.1982
H -3.5627 1.6153 -0.0027
H -5.5343 0.6908 -1.1371
H -5.4563 -1.5858 -2.1058
H -3.4090 -2.9513 -1.8855
H -1.4280 -2.0395 -0.7530
```

## Properties
E_LUMO (spin up / spin down) = -2.5 / -4.4 eV
DFT total energy = -4193.07732 Ha
Total charge = +1
Relative energy (zero: lowest compared OMol25 entry of this formula, charge and spin) = 434.5 kJ/mol
Multiplicity = 5
HOMO energy (spin up / spin down) = -8.87 / -10.45 eV

> Among the records above, which one has the highest relative energy (zero: lowest compared OMol25 entry of this formula, charge and spin)?

C37H31FeN5O2S2